P:
A cluster of 8 separate species, C32H88N8O8 in total. Source: the Open Molecules 2025 dataset; level of theory: wB97M-V/def2-TZVPD.

Structure (XYZ):
```
136
C32H88N8O8 (wB97M-V/def2-TZVPD)
C 19.11516 -12.52286 -29.42190
H 8.03061 -11.52079 -17.29562
N 18.07122 -9.93768 -27.01578
H 10.66799 -6.95859 -19.35193
C 14.64262 -0.69966 -25.40374
H 10.23139 -2.44591 -6.86875
H 13.84723 -0.74244 -26.14781
N 7.97512 -2.30436 -27.63266
H 8.97722 -5.28263 -7.01280
H 11.94123 -12.86802 -18.97803
H 18.65028 -10.01499 -27.83968
H 7.67021 -0.29967 -25.76750
H 11.36159 2.08825 -22.48109
H 15.25191 0.20017 -25.48843
C 5.23399 -10.87429 -25.56052
C 11.45557 -4.06309 -16.84623
H 13.11080 -3.69238 -17.85787
H 18.60474 -13.47535 -29.56452
H 12.84376 -2.32744 -23.24315
H 18.91182 -13.24015 -26.52686
H 9.95738 -4.06887 -15.27010
H 4.93993 -8.12271 -24.34094
H 8.93313 -11.81848 -14.00721
H 17.72622 -12.00095 -24.45742
C 9.34786 -12.42962 -15.71389
C 10.45863 -3.32240 -15.88624
H 15.29219 -1.52887 -25.68404
H 8.12559 1.73164 -28.13597
O 17.11419 -1.54517 -9.02318
C 12.05245 1.57709 -21.81063
H 6.03321 -9.24043 -23.59088
H 5.39442 -11.46313 -26.46365
H 10.15393 -12.78564 -13.87864
H 14.77139 -1.02566 -23.33870
H 10.54962 -4.92915 -7.49773
H 15.58975 -2.57491 -9.89383
H 11.11079 -13.49699 -16.22165
H 11.22095 -11.87321 -16.73801
H 17.59184 -12.62930 -27.62345
N 12.38786 -3.11944 -17.44654
C 6.47706 -1.16087 -29.00813
C 11.41676 -6.37426 -19.88672
H 8.43374 -2.57885 -28.48965
H 4.24338 -10.57168 -25.22109
H 20.02139 -12.45305 -30.02354
H 18.02592 -1.90595 -5.24767
C 10.51330 -12.69877 -16.66204
H 10.42147 -7.58248 -8.26314
N 9.46998 -7.49926 -8.59156
H 6.78067 -1.76118 -29.86577
C 16.34493 -1.82044 -10.11425
C 18.52610 -12.40350 -27.10938
C 18.46956 -11.10471 -26.23140
H 6.15926 -7.88969 -26.74864
H 17.93209 0.48607 -7.25531
O 12.55059 0.33101 -22.30330
N 13.22982 -2.09789 -24.14778
C 7.52843 -0.99501 -27.91508
O 11.84305 -5.38415 -18.97658
C 11.14238 -13.58802 -18.80046
C 5.92359 -8.57934 -24.45055
H 7.02032 -9.73580 -25.78154
H 16.46569 -11.46433 -25.59955
N 5.54651 -8.69036 -26.80832
H 5.61413 -1.76619 -28.73055
H 7.46459 -11.54948 -15.58773
H 8.38617 -0.43746 -28.29127
H 11.44233 1.36915 -20.93165
H 8.73201 -13.31539 -15.55820
H 7.34158 3.02646 -27.41965
C 7.01177 -0.24054 -26.63414
H 12.25381 0.40230 -24.42486
C 18.41092 -1.30135 -6.06886
H 19.23333 -0.68565 -5.70463
H 8.86267 -1.81099 -7.84911
H 12.93257 2.18891 -21.61270
H 13.59800 1.23740 -23.88150
O 19.45555 -12.23889 -28.11523
H 10.17815 -5.62216 -17.68159
H 19.37951 -10.85983 -25.68358
H 10.98400 -5.89141 -20.76290
H 7.23163 -13.05690 -24.07678
C 9.26310 -2.67264 -7.31496
C 10.80871 -4.81464 -18.05360
H 11.94951 -4.86465 -16.29701
C 9.54532 -5.03209 -7.90868
C 13.04178 0.32281 -23.67594
H 6.59518 -7.72394 -24.52373
H 16.37090 -0.44872 -5.12494
N 9.83652 -11.99599 -14.42251
H 7.82046 -11.37746 -24.49798
H 9.42229 -7.95347 -9.49240
N 16.68191 0.30293 -5.72360
H 15.96327 -0.90838 -10.57315
C 17.38768 -0.33808 -6.79433
H 8.42280 1.93264 -26.47876
H 10.87620 -13.80895 -19.83411
H 10.10077 -4.22541 -18.63645
H 11.49824 -14.53647 -18.39807
H 7.98728 -6.51462 -10.66084
H 18.41756 -11.71378 -29.63831
C 17.42606 -11.21373 -25.14901
O 10.12722 -12.90958 -18.02585
C 7.08119 -12.15854 -24.67544
H 12.14753 -7.06532 -20.30683
H 8.50274 -2.79174 -6.54311
C 5.96098 -9.49331 -25.69731
H 6.13003 -0.19690 -29.38019
H 7.17559 -12.54670 -25.68961
O 9.35435 -3.71512 -8.38516
H 6.17687 -0.79767 -26.20912
H 8.62556 -2.37180 -26.86294
H 17.12704 -10.18596 -27.27458
C 8.32420 -11.44035 -16.24899
C 7.61556 1.99276 -27.20872
H 10.02203 -5.81028 -9.81740
H 15.65321 -0.32707 -8.08571
H 7.12097 -6.41209 -9.10035
H 9.77966 -2.67719 -16.44372
H 4.61010 -8.33241 -26.93123
H 16.96905 -2.39657 -10.79737
H 11.94211 -2.68794 -18.24354
H 10.89405 -2.61814 -15.17734
O 6.53535 1.11567 -26.85918
H 17.38188 0.79364 -5.18569
C 9.33299 -6.08878 -9.02005
H 17.21859 -10.32349 -24.55528
H 13.80752 -2.88851 -24.39534
O 5.78169 -11.59733 -24.45548
H 8.66884 -10.40754 -16.19762
H 18.74446 -1.95822 -6.87221
C 13.94899 -0.88953 -24.04101
H 7.78499 -5.01854 -9.92480
H 15.87220 -1.84986 -7.40243
C 7.98094 -6.06010 -9.67015
C 16.44495 -1.03904 -7.85257
```

Results
- E_LUMO: 0.52 eV
- Net charge: 0
- Multiplicity: 1
- E_HOMO: -0.32554 Ha
- SMILES string: COC[C@H](C)N.COC[C@H](C)N.COC[C@H](C)N.COC[C@H](C)N.COC[C@H](C)N.COC[C@H](C)N.COC[C@H](C)N.COC[C@H](C)N
- Orbital gap: 9.4 eV

***

Q:
A cluster of 8 separate species, C32H88N8O8 in total. Source: the Open Molecules 2025 dataset; level of theory: wB97M-V/def2-TZVPD.

Structure (XYZ):
```
136
C32H88N8O8 (wB97M-V/def2-TZVPD)
C 0.11070 -4.45808 1.73373
C -4.58468 3.69890 -2.22765
O -4.50732 -1.31685 -2.38253
H -3.53568 6.55165 -3.83111
H 3.69786 -3.60124 -0.56454
H 0.34068 -0.05380 6.41481
H -5.29277 -3.09318 -1.72388
C 5.79126 -1.07735 0.29163
H 0.05560 4.12774 -3.64912
H 1.05443 -5.10064 3.57281
H 4.29117 0.07279 2.95364
C 1.80199 1.51629 -2.17582
H -0.44510 -3.79163 5.08507
H 4.08894 2.72496 9.39798
H -1.87050 4.26245 -1.48056
H -2.00926 -1.54753 0.38198
O 0.60165 2.32880 -4.62408
H 0.67716 -1.50121 -1.63978
H -0.41412 -0.95186 -6.59686
H -0.74539 5.61413 -1.12278
C -0.06752 -2.58654 -5.36937
C 0.20990 -4.02167 -5.77051
H 0.00685 -4.70714 -4.94267
H -0.93610 2.93370 1.12192
H 1.77864 3.72240 -3.74356
H 5.57835 -1.23029 -2.29446
O 5.53238 -0.89550 1.66456
H 5.40541 -2.81984 -1.94693
H -2.60850 -0.12924 -0.54740
H 3.04953 2.44063 10.81542
H -2.46415 5.68910 -0.64175
N -4.86355 0.06073 -4.67752
C -3.80676 -1.78983 -3.51204
H -0.03842 2.03125 -6.52418
H -3.35781 -1.13234 -5.48055
C 0.75182 2.62424 -2.25375
H 3.76935 -0.92286 -0.55588
H 2.80281 1.93533 -2.33734
H 0.19259 0.71121 3.91074
H -1.01683 1.78572 -2.75965
H 5.18287 1.14720 1.85014
H 0.31312 -5.32616 1.11063
O 2.45958 1.62498 8.99415
H -0.84582 3.39468 -5.66713
H -3.79816 3.43237 -1.51840
N 0.05336 2.69306 1.15501
H -1.57990 -0.30283 -3.76355
H -2.78115 0.79490 -3.16779
C 3.46528 1.98901 9.91386
H -0.53511 2.29385 9.03166
H -2.17561 0.97446 -4.83536
N -0.89509 -5.88506 3.42772
H 1.27179 -4.18146 -5.97145
H 1.66848 0.82913 -3.01306
C 0.72739 -2.12847 -4.18198
H -3.64521 -2.81593 -1.19981
N 4.94027 -1.91827 -1.90853
H 1.07458 2.19317 3.63813
H -2.60919 4.20927 -4.82812
C 1.54057 -2.34518 4.38567
C 0.18485 1.64054 3.33337
H 3.12302 -2.64189 0.72732
H 1.21522 -1.12900 7.53781
H 3.81366 0.21122 1.24626
C 0.36942 0.54350 8.55329
H -1.48116 -1.20373 -1.32639
H -0.67462 2.25148 3.61162
H 2.04177 -1.41550 4.13014
H -1.82852 0.60125 1.76320
H 0.77434 3.60377 -6.25904
H 2.20451 -3.15158 4.03762
C 4.03485 -2.85731 0.16290
H -0.86814 -4.08129 1.41626
H -1.46278 -3.36899 3.67359
H 0.61301 -3.13403 -1.06148
C -4.59909 -2.30362 -1.39849
H 1.04664 3.39929 -1.53282
C 0.97215 -0.08532 7.29938
H 0.98517 1.39829 10.40012
H -4.92955 -1.91159 -0.43823
C -3.44198 5.89038 -2.96678
N 0.26904 -1.69199 -6.50748
C -0.80495 0.36811 1.44730
C 0.97889 -2.52804 -1.89310
H -2.32725 3.31657 -3.42260
H 6.57437 -1.84356 0.24462
N -3.01276 3.65921 -4.08235
H -0.32328 -0.20315 8.94612
H -1.12738 -2.44537 -5.12583
H 1.95772 0.31277 7.04732
C 4.61565 -1.61782 -0.50614
C -3.58737 -0.66838 -4.51823
H 2.07512 -2.55774 -1.90229
H 1.77542 1.00726 -1.21374
H 1.89513 -0.06407 10.05424
O 0.42233 -3.00028 -3.08801
C 0.09270 2.85322 -5.82845
C -3.98830 4.49684 -3.39197
N -0.35999 1.75555 8.18822
C 0.22031 1.38694 1.84510
O 0.28148 -2.38693 3.75811
H 0.79910 -3.62474 1.57649
O -0.61504 -0.07158 0.11910
C 1.46175 0.82812 9.58111
C 4.66239 0.18494 1.93783
H 1.43084 -2.49438 5.46621
C -1.74764 -0.78295 -0.35683
H -0.43593 -4.31781 -6.59587
O -2.06619 5.95101 -2.65718
H 4.70688 -3.35755 0.86303
H 4.13561 1.14716 10.11764
H 0.44005 -1.10732 -3.90172
H 0.27566 -2.20766 -7.37771
C -1.75712 5.34484 -1.41221
H -4.38783 -2.58223 -4.00906
H 0.27280 2.57884 0.16719
H 1.21401 1.04520 1.54380
H -2.84858 -2.22562 -3.19740
H -0.46604 1.29974 -1.31213
H 0.23231 2.33569 7.60420
C 0.77136 3.29718 -3.60793
H -4.64462 1.00120 -4.99201
N -0.59161 2.11730 -1.90082
H 1.80849 -2.14616 -4.36558
H -1.06305 -6.06541 4.41330
H -5.28691 0.15660 -3.76201
C 0.07316 -4.76536 3.22027
H 6.21583 -0.16816 -0.16157
H -5.06285 2.79953 -2.61245
C -2.47316 0.25938 -4.06888
C -0.44375 -3.56712 4.00861
H -0.57563 -0.53270 2.05671
H -0.45300 -6.73797 3.09965
H -4.82015 4.68213 -4.08054
H -5.31559 4.28892 -1.67310
H -4.02189 6.25573 -2.11035
```

Results
- E_LUMO: 0.69 eV
- Net charge: 0
- Multiplicity: 1
- E_HOMO: -0.32709 Ha
- SMILES string: COC[C@H](C)N.COC[C@H](C)N.COC[C@H](C)N.COC[C@H](C)N.COC[C@H](C)N.COC[C@H](C)N.COC[C@H](C)N.COC[C@H](C)N
- Orbital gap: 9.6 eV

***

R:
A cluster of 8 separate species, C32H88N8O8 in total. Source: the Open Molecules 2025 dataset; level of theory: wB97M-V/def2-TZVPD.

Structure (XYZ):
```
136
C32H88N8O8 (wB97M-V/def2-TZVPD)
C 4.50165 3.29454 0.94447
C 1.60189 -2.01103 1.58527
O 4.25605 -4.75905 3.24668
H -1.39635 5.40207 -0.40275
H -1.02634 -9.93773 0.58728
H 1.14256 2.21643 3.15072
H -6.06842 4.11792 2.89382
C -3.14276 3.39531 -4.55427
H 7.06002 -7.50502 3.87838
H 1.56322 6.13047 -1.73379
H -2.16611 -1.51594 -1.92961
H 4.87828 4.31859 1.07635
H -0.30503 -4.37304 -0.44139
H -2.68716 1.78441 -3.12845
N 6.19748 -7.66733 4.39020
H 2.60917 5.02712 -3.49408
H -3.71314 -5.44137 -2.73678
H -3.01149 -7.56979 -1.17717
O -3.59071 -3.37247 -2.90452
C -2.82157 2.86862 -3.17615
C -3.97005 4.47319 1.25024
H 1.78587 4.21150 5.12713
H 1.31844 1.33468 4.72360
H 3.13269 5.38631 -1.18101
C 5.47206 -6.39739 4.59720
H -0.25844 1.51124 1.62437
H 3.06097 2.76792 -3.45719
O -4.09211 5.35787 -3.62716
C -4.45223 6.70834 -3.75724
H 0.56989 6.38513 0.18169
H 3.91458 4.42869 3.23445
H 5.12998 -6.49669 2.42838
H -2.85040 -8.04810 0.50373
H -0.46531 -6.56035 -1.75057
H 1.36606 -2.53604 0.65179
H 0.31604 3.18439 -2.57526
H -0.87368 -8.78333 -1.73526
C 0.16777 -0.38733 0.73343
H -0.76311 -0.88552 1.04105
H -1.92405 1.98985 -5.51327
H -4.42625 5.44312 1.51667
O 1.31881 4.60322 -0.44548
H -3.73618 1.55964 3.14291
H -1.47775 2.50250 -0.15672
C -1.02721 -8.36954 -0.73308
H -4.58075 6.95949 -4.81501
H 3.62373 3.31206 0.28758
H 0.11710 -1.21703 -2.00522
C 2.14261 4.38885 -2.74129
H -2.15177 5.30862 -4.35794
H -0.58124 -4.47295 1.27096
H 0.26844 -1.94867 -3.41597
N 2.63368 3.67859 5.29497
H 2.72885 2.56240 -1.92855
N -5.70563 3.28225 2.43986
C 2.92787 -5.22328 3.11867
C -2.03027 -1.01416 -3.97166
C 1.83399 1.76488 3.86539
N -0.24894 -1.98950 -2.54258
C -4.23915 3.45306 2.33123
C -0.12695 -5.00878 0.43400
C -1.68242 -1.93142 -2.82035
C -2.19492 -3.33880 -3.02365
H -4.11163 3.01679 -4.89636
C 1.10157 5.53175 0.61059
C -3.15519 4.90442 -4.56073
H 6.41746 -5.85922 6.47926
H -5.17555 -4.59248 -3.24198
H -3.69282 7.38168 -3.33107
H -5.85444 2.59193 3.17407
H -1.87592 -3.70563 -4.01430
H -2.94078 -9.27520 -0.78820
H -4.57982 4.21038 0.36504
H 0.95224 -5.07852 0.61580
C -0.00082 1.11005 0.63461
C -2.53973 -8.29653 -0.50811
H 4.51876 -6.67709 5.04848
H 5.29638 2.71534 0.48151
H 2.27210 0.91021 3.34188
H -2.87925 6.38959 -0.16640
H 6.50013 -8.01459 5.29426
C 3.35148 3.51453 2.97966
H -3.90207 3.94864 3.25901
C -4.09289 -4.60433 -3.34302
H -3.67606 3.07123 -2.52778
C -2.47765 5.37559 -0.26922
O -2.61794 4.62029 0.92446
H -3.79555 -4.83267 -4.37326
H 2.46064 3.22655 6.18322
C 0.79770 3.87585 -3.26455
N 1.24695 1.69472 0.11667
H -0.02865 -8.71977 1.03825
H 2.50041 -5.51769 4.08360
H -3.86814 1.51326 1.43807
H -1.91405 3.28803 -2.74524
H -0.68087 1.56948 -1.34961
H 6.17487 -5.24824 2.94786
H -2.47446 3.21485 -6.44359
O 1.28874 -0.63452 1.55745
C 2.08846 5.20195 -1.45405
H 2.01308 1.37535 0.70076
C -1.11421 1.48890 -0.34902
C 6.28542 -5.45918 5.47195
O 4.16493 2.70196 2.17561
H -1.96684 0.80787 -0.35817
H -1.57678 -0.02789 -3.82711
C -3.49994 2.15050 2.24469
N -2.10151 2.98602 -5.52848
C -0.36909 -6.99731 -0.74613
H 2.84926 -6.12335 2.49483
C 5.24213 -5.75528 3.23140
H 7.25010 -5.22552 5.01593
H -2.95416 4.89358 -1.12517
H 1.18428 2.70676 0.13320
H 0.39770 -0.80907 -0.25066
H -3.37041 5.26702 -5.58219
H -5.35714 6.88677 -3.18039
H 0.96248 3.42937 -4.24243
H -1.67644 -1.34470 -4.95337
H 0.10639 4.72386 -3.33748
N -0.37498 -9.24377 0.24565
H 0.52209 5.07056 1.40881
H 3.82462 2.18493 4.53021
O -0.74854 -6.26848 0.38021
N 3.10418 3.26442 -2.56781
H 2.06228 5.82643 1.04667
H 0.93941 -2.53267 2.29643
H 5.82875 -4.47039 5.60334
H 2.36953 -4.41966 2.64908
H 0.72178 -7.19454 -0.72300
H -1.72770 -4.03554 -2.31568
H 2.63277 -2.09745 1.91578
C 2.94560 2.75482 4.21813
H -2.42092 2.25337 2.31741
H 2.47306 3.89539 2.42752
H -3.10661 -0.83523 -4.03587
```

Results
- E_LUMO: 0.70 eV
- Net charge: 0
- Multiplicity: 1
- E_HOMO: -0.32910 Ha
- SMILES string: COC[C@H](C)N.COC[C@H](C)N.COC[C@H](C)N.COC[C@H](C)N.COC[C@H](C)N.COC[C@H](C)N.COC[C@H](C)N.COC[C@H](C)N
- Orbital gap: 9.7 eV

***

What are the relative energies? In kJ/mol: P 536.0; Q 0.0; R 37.3.